113
Properties=species:S:1:pos:R:3:mulliken_charge:R:1 method="wB97M-V/def2-TZVPD" homo_lumo_gap_ha="0.2379 / 0.2378" e_above_lowest_ev=2.717 total_charge=+1 total_energy_ev=-153876.9119 homo_ev="-9.9 / -9.9"
W -0.26 0.32 -0.80 0.209
C 0.10 -4.44 -1.26 -1.068
C -0.50 -3.08 -1.02 0.708
N 0.15 -2.00 -1.35 0.777
N 1.28 -2.31 -2.11 -0.590
C 1.56 -1.42 -2.99 0.026
S 0.82 0.14 -3.01 -0.410
S 2.70 -1.70 -4.28 -0.069
C 3.25 -3.40 -3.95 -1.080
C 4.34 -3.49 -2.91 0.529
C 5.56 -2.85 -3.12 -0.198
C 6.56 -2.91 -2.16 -0.734
C 6.35 -3.61 -0.98 -0.498
C 5.15 -4.26 -0.77 -0.649
C 4.15 -4.20 -1.74 -0.082
C -1.86 -3.02 -0.51 -0.346
C -2.59 -4.21 -0.28 -0.432
C -3.94 -4.20 -0.04 -1.251
C -4.63 -3.00 -0.06 -1.101
C -3.95 -1.82 -0.27 -0.358
C -2.56 -1.81 -0.43 0.681
O -1.97 -0.62 -0.52 0.271
H -0.29 -4.85 -2.20 0.323
H -0.17 -5.12 -0.46 0.651
H 1.17 -4.37 -1.34 -0.297
H 3.61 -3.74 -4.92 0.562
H 2.39 -4.00 -3.68 0.347
H 5.73 -2.30 -4.03 0.447
H 7.51 -2.42 -2.34 0.430
H 7.13 -3.66 -0.23 0.425
H 4.98 -4.82 0.14 0.453
H 3.21 -4.72 -1.58 0.231
H -2.08 -5.17 -0.33 0.429
H -4.46 -5.13 0.14 0.427
H -5.71 -2.98 0.07 0.508
H -4.48 -0.87 -0.32 0.551
C 3.97 -0.42 -1.31 -0.908
Sb 2.55 0.80 -0.32 0.587
C 3.31 2.71 -0.80 -1.242
C 3.51 0.53 1.60 -1.390
C 3.05 1.41 2.71 0.928
C 3.68 2.63 2.93 -0.614
C 3.31 3.44 3.99 -0.893
C 2.31 3.03 4.86 -0.810
C 1.67 1.82 4.63 -0.696
C 2.02 1.00 3.57 1.198
C 1.37 -0.34 3.44 -2.443
Sb 0.47 -1.13 1.64 0.147
C -1.08 -2.14 2.70 -1.369
C 1.81 -2.74 1.27 -0.872
H 4.93 -0.25 -0.82 0.669
H 4.03 -0.12 -2.35 0.558
H 3.72 -1.47 -1.26 -0.304
H 4.38 2.59 -0.98 0.649
H 3.16 3.38 0.04 0.333
H 2.81 3.09 -1.68 0.407
H 4.55 0.76 1.33 0.929
H 3.47 -0.53 1.84 0.661
H 4.49 2.94 2.27 0.482
H 3.82 4.39 4.16 0.427
H 2.02 3.65 5.70 0.478
H 0.89 1.50 5.31 0.375
H 0.56 -0.42 4.16 0.655
H 2.09 -1.14 3.68 0.905
H -0.60 -2.79 3.43 0.575
H -1.71 -2.74 2.04 0.354
H -1.69 -1.40 3.22 0.367
H 1.24 -3.66 1.14 0.541
H 2.48 -2.86 2.12 0.702
H 2.39 -2.56 0.36 -0.109
O 1.06 3.72 -2.77 -0.651
C 0.01 3.26 -2.39 -0.421
O -0.05 2.09 -1.75 1.046
C -1.32 3.93 -2.52 -0.920
C -2.11 3.84 -1.22 -1.565
Ge -2.46 1.98 -0.69 1.958
C -3.66 2.05 0.87 1.134
C -4.13 3.32 1.22 -0.933
C -4.99 3.49 2.30 -0.785
C -5.39 2.40 3.05 -0.790
C -4.93 1.13 2.71 -1.178
C -4.07 0.97 1.64 -0.541
C -0.40 1.79 0.95 1.518
C 0.23 3.04 0.92 -0.013
C 0.16 3.93 1.99 -1.590
C -0.56 3.61 3.12 -1.070
C -1.18 2.37 3.20 -1.260
C -1.08 1.48 2.13 1.008
C -3.45 1.21 -2.21 0.819
C -4.83 1.05 -2.07 -0.528
C -5.60 0.56 -3.11 -0.857
C -5.00 0.21 -4.31 -0.682
C -3.63 0.37 -4.47 -1.107
C -2.86 0.87 -3.43 -0.250
H -1.87 3.44 -3.33 0.300
H -1.15 4.96 -2.83 0.519
H -3.10 4.28 -1.38 0.743
H -1.63 4.40 -0.42 0.470
H -3.82 4.19 0.67 0.286
H -5.33 4.48 2.56 0.437
H -6.06 2.53 3.89 0.398
H -5.23 0.27 3.30 0.472
H -3.70 -0.03 1.42 0.318
H 0.77 3.36 0.04 0.508
H 0.66 4.88 1.91 0.500
H -0.64 4.31 3.95 0.398
H -1.76 2.09 4.07 0.510
H -1.63 0.55 2.21 -0.464
H -5.31 1.32 -1.13 0.440
H -6.67 0.45 -2.98 0.452
H -5.60 -0.18 -5.13 0.419
H -3.16 0.11 -5.41 0.478
H -1.80 0.99 -3.59 0.374

***

113
Properties=species:S:1:pos:R:3:mulliken_charge:R:1 method="wB97M-V/def2-TZVPD" homo_lumo_gap_ha=0.2599 e_above_lowest_ev=0.027 total_charge=+1 total_energy_ev=-153879.6014 homo_ev=-10.1
W -1.15 0.42 -0.12 2.126
C -2.15 -3.63 1.71 -1.897
C -1.91 -2.16 1.48 1.350
N -1.51 -1.69 0.33 0.441
N -1.21 -2.70 -0.60 -0.885
C -0.35 -2.35 -1.49 0.236
S 0.28 -0.70 -1.60 -0.400
S 0.29 -3.67 -2.43 -0.081
C 0.66 -2.93 -4.04 -1.298
C -0.55 -2.71 -4.92 0.848
C -0.72 -1.48 -5.55 -0.437
C -1.79 -1.26 -6.40 -0.598
C -2.71 -2.28 -6.64 -0.554
C -2.54 -3.51 -6.01 -0.626
C -1.47 -3.72 -5.15 -0.305
C -2.09 -1.27 2.61 0.159
C -2.90 -1.64 3.69 -0.897
C -2.99 -0.85 4.82 -1.235
C -2.22 0.32 4.91 -0.529
C -1.41 0.70 3.86 0.454
C -1.35 -0.08 2.71 0.403
O -0.57 0.35 1.69 -0.792
H -1.63 -4.24 0.98 0.420
H -3.22 -3.83 1.61 0.334
H -1.85 -3.90 2.71 0.494
H 1.34 -3.65 -4.49 0.474
H 1.22 -2.01 -3.90 0.449
H 0.02 -0.70 -5.39 0.435
H -1.91 -0.30 -6.89 0.477
H -3.54 -2.12 -7.31 0.418
H -3.25 -4.31 -6.20 0.408
H -1.36 -4.68 -4.67 0.410
H -3.47 -2.55 3.64 0.513
H -3.63 -1.15 5.64 0.404
H -2.26 0.92 5.80 0.546
H -0.80 1.60 3.91 0.263
C -3.60 -1.83 -3.03 -1.144
Sb -3.48 -0.30 -1.58 1.184
C -4.83 -0.97 -0.09 -1.236
C -4.68 1.31 -2.34 -1.650
C -4.25 1.89 -3.67 0.931
C -4.82 1.35 -4.83 -0.644
C -4.52 1.84 -6.08 -0.800
C -3.64 2.91 -6.20 -0.731
C -3.07 3.45 -5.06 -0.700
C -3.35 2.95 -3.79 0.290
C -2.61 3.54 -2.63 -0.960
Sb -0.90 2.30 -2.20 1.134
C 0.64 3.72 -1.81 -1.110
C -0.36 1.76 -4.17 -1.368
H -4.65 -2.14 -3.09 0.642
H -2.99 -2.66 -2.69 0.434
H -3.25 -1.49 -4.00 -0.052
H -5.85 -0.82 -0.44 0.599
H -4.66 -0.42 0.83 0.158
H -4.67 -2.04 0.08 0.311
H -4.68 2.05 -1.54 0.509
H -5.68 0.91 -2.42 0.867
H -5.52 0.53 -4.73 0.401
H -4.98 1.40 -6.96 0.455
H -3.41 3.32 -7.17 0.433
H -2.39 4.29 -5.16 0.427
H -3.22 3.64 -1.72 0.193
H -2.23 4.52 -2.88 0.825
H 0.61 4.50 -2.57 0.435
H 1.60 3.20 -1.87 0.423
H 0.51 4.14 -0.82 0.091
H -0.16 2.66 -4.75 0.491
H -1.18 1.21 -4.63 0.158
H 0.54 1.13 -4.13 0.533
O -2.85 1.57 0.58 -1.131
C -2.19 2.64 0.82 0.955
O -0.97 2.61 0.51 -1.632
C -2.89 3.83 1.39 -1.469
C -2.03 5.10 1.48 -0.805
Ge -1.39 5.54 3.29 1.428
C -0.63 7.33 3.26 0.252
C -0.23 7.93 4.46 -0.157
C 0.33 9.19 4.46 -0.751
C 0.51 9.88 3.27 -0.464
C 0.12 9.30 2.08 -0.670
C -0.45 8.03 2.07 -0.589
C -2.92 5.46 4.50 0.031
C -3.39 4.23 4.96 0.352
C -4.52 4.15 5.76 -0.816
C -5.19 5.31 6.13 -0.523
C -4.73 6.54 5.69 -0.715
C -3.61 6.62 4.87 -0.629
C -0.06 4.25 3.90 0.193
C 0.04 3.92 5.25 -0.335
C 1.01 3.04 5.70 -0.742
C 1.90 2.47 4.80 -0.539
C 1.82 2.80 3.45 -0.610
C 0.85 3.68 3.01 -0.241
H -3.32 3.52 2.35 0.430
H -3.76 3.99 0.74 0.538
H -2.62 5.96 1.16 0.575
H -1.18 5.04 0.80 0.281
H -0.36 7.40 5.40 0.410
H 0.64 9.64 5.40 0.398
H 0.95 10.87 3.28 0.392
H 0.25 9.84 1.14 0.395
H -0.76 7.60 1.13 0.219
H -2.87 3.32 4.69 0.249
H -4.87 3.19 6.11 0.470
H -6.06 5.25 6.77 0.390
H -5.25 7.45 5.97 0.416
H -3.26 7.59 4.53 0.413
H -0.66 4.35 5.97 0.415
H 1.07 2.79 6.75 0.449
H 2.66 1.78 5.15 0.417
H 2.52 2.36 2.75 0.434
H 0.80 3.92 1.95 0.257

***

115
Properties=species:S:1:pos:R:3:mulliken_charge:R:1 method="wB97M-V/def2-TZVPD" homo_lumo_gap_ha=0.2456 e_above_lowest_ev=0.685 total_charge=0 total_energy_ev=-98773.6427 homo_ev=-6.7
Bi 1.04 0.11 0.91 0.344
C -2.00 0.87 4.23 -0.924
C -0.78 0.15 4.71 0.643
C -0.44 0.19 6.06 -0.699
C 0.66 -0.51 6.51 -0.647
C 1.41 -1.23 5.60 -0.978
C 1.04 -1.20 4.26 0.330
N -0.04 -0.55 3.83 0.355
Sb 2.34 -2.48 3.04 1.162
C 0.83 -3.63 1.95 0.035
C 0.70 -4.95 2.35 -0.894
C -0.16 -5.77 1.62 -0.610
C -0.80 -5.24 0.51 -0.955
C -0.60 -3.90 0.17 0.727
C -1.23 -3.34 -1.07 -1.012
N 0.18 -3.11 0.91 0.896
C 3.72 -1.48 1.61 0.393
C 5.03 -1.88 1.83 -0.811
C 6.05 -1.28 1.11 -0.712
C 5.74 -0.26 0.24 -1.002
C 4.41 0.13 0.07 0.458
C 4.05 1.30 -0.78 -1.112
N 3.44 -0.51 0.73 0.843
H -2.35 1.58 4.98 0.435
H -1.78 1.41 3.31 0.024
H -2.79 0.16 4.01 0.105
H -1.05 0.76 6.74 0.405
H 0.92 -0.50 7.56 0.406
H 2.28 -1.79 5.91 0.423
H 1.25 -5.32 3.20 0.483
H -0.28 -6.81 1.89 0.402
H -1.44 -5.86 -0.10 0.506
H -0.91 -3.92 -1.94 0.372
H -2.31 -3.38 -1.00 0.508
H -0.92 -2.31 -1.21 -0.438
H 5.24 -2.66 2.55 0.466
H 7.07 -1.58 1.25 0.410
H 6.51 0.26 -0.31 0.508
H 4.89 1.63 -1.39 0.567
H 3.19 1.05 -1.40 -0.051
H 3.75 2.13 -0.12 0.168
O -0.49 4.11 1.00 -0.743
C 0.34 3.32 1.41 0.345
O 0.12 2.02 1.33 -0.121
C 1.57 3.83 2.09 -0.305
C 1.68 5.22 2.17 -0.949
C 2.68 5.84 2.88 -0.668
C 3.61 5.05 3.56 -0.557
C 3.54 3.68 3.48 -1.175
C 2.54 3.04 2.73 1.476
S 2.65 1.30 2.67 -0.152
H 0.92 5.81 1.66 0.485
H 2.75 6.92 2.93 0.394
H 4.39 5.52 4.15 0.377
H 4.27 3.05 3.98 0.473
C -6.99 -1.66 2.59 -1.432
C -6.24 -0.88 1.57 0.903
C -6.82 -0.06 0.64 -1.012
C -5.98 0.62 -0.27 1.001
N -4.67 0.49 -0.26 -0.181
C -4.08 -0.32 0.65 -0.589
S -2.45 -0.57 0.75 -0.313
N -4.90 -0.98 1.56 0.120
C -6.55 1.54 -1.29 -1.239
H -8.06 -1.51 2.48 0.352
H -6.70 -1.36 3.60 0.342
H -6.77 -2.73 2.49 0.348
H -7.90 0.06 0.61 0.348
H -4.42 -1.57 2.23 0.289
H -7.64 1.53 -1.28 0.377
H -6.19 1.26 -2.28 0.275
H -6.20 2.56 -1.10 0.277
C 1.27 -2.42 -5.70 -1.811
C 1.51 -2.36 -4.21 -0.340
C 2.07 -3.43 -3.54 -0.829
C 2.26 -3.33 -2.17 0.583
C 2.85 -4.48 -1.40 -1.816
C 1.90 -2.17 -1.51 0.838
C 1.34 -1.03 -2.13 1.024
C 1.18 -1.20 -3.53 -0.119
N 1.01 0.15 -1.45 -0.226
C 0.22 1.14 -2.24 2.581
C 1.07 1.78 -3.37 -1.486
C 0.22 2.76 -4.19 -0.048
C -1.02 2.06 -4.73 -1.434
C -1.89 1.56 -3.58 0.075
C -2.29 2.72 -2.67 -1.460
C -1.01 3.37 -2.13 -0.050
C -0.20 3.93 -3.29 -1.683
C -0.19 2.32 -1.36 -3.185
C -1.11 0.54 -2.75 -0.791
H 1.50 -3.41 -6.09 0.421
H 1.90 -1.70 -6.23 0.327
H 0.23 -2.19 -5.93 0.323
H 2.34 -4.34 -4.07 0.359
H 3.70 -4.92 -1.93 0.520
H 2.10 -5.27 -1.27 0.270
H 3.18 -4.17 -0.41 0.140
H 2.02 -2.18 -0.45 -0.653
H 0.77 -0.41 -4.14 0.390
H 1.53 1.05 -4.02 0.925
H 1.89 2.34 -2.89 0.666
H 0.82 3.13 -5.02 0.286
H -0.73 1.22 -5.37 0.473
H -1.59 2.75 -5.35 0.624
H -2.79 1.08 -3.98 0.414
H -2.90 2.34 -1.84 0.286
H -2.88 3.45 -3.22 0.603
H -1.27 4.17 -1.43 0.562
H 0.68 4.46 -2.92 0.514
H -0.80 4.64 -3.86 0.635
H -0.79 1.97 -0.52 0.633
H 0.70 2.80 -0.95 0.725
H -0.96 -0.37 -3.33 0.945
H -1.69 0.25 -1.87 -0.483

***

119
Properties=species:S:1:pos:R:3:mulliken_charge:R:1 method="wB97M-V/def2-TZVPD" homo_lumo_gap_ha=0.2221 e_above_lowest_ev=0.000 total_charge=-2 total_energy_ev=-168890.9662 homo_ev=-2.2
Pd -2.02 0.35 0.54 0.965
N -3.45 -3.49 4.02 -0.131
C -3.74 -2.04 3.70 0.367
C -4.94 -1.55 4.49 -1.921
P -3.92 -2.00 1.88 0.423
O -5.50 -2.40 1.72 -0.676
O -3.06 -3.14 1.41 -0.813
O -3.77 -0.61 1.35 0.071
P -2.18 -1.19 4.38 0.897
O -1.10 -1.40 3.21 -0.172
O -1.80 -2.18 5.46 -0.947
O -2.50 0.23 4.67 -0.790
H -4.29 -4.02 4.25 0.325
H -2.74 -3.39 4.82 0.513
H -3.02 -3.87 3.15 0.203
H -5.84 -2.12 4.24 0.424
H -5.11 -0.50 4.25 0.298
H -4.75 -1.61 5.57 0.487
H -5.74 -2.35 0.78 0.309
H -1.27 -0.90 2.39 -0.351
Cl -2.58 5.79 -2.03 -0.230
C -3.37 4.43 -1.28 0.385
C -3.93 4.56 -0.02 0.025
C -4.53 3.44 0.52 -0.844
C -4.55 2.26 -0.20 -0.480
N -4.01 2.15 -1.42 -0.231
C -3.41 3.21 -1.94 -0.561
H -3.86 5.49 0.51 0.365
H -4.94 3.46 1.53 0.382
H -4.97 1.36 0.22 0.604
H -2.94 3.10 -2.91 0.410
C -1.24 -0.29 -2.84 -1.202
Ge -1.77 -1.25 -1.18 -0.264
C -3.53 -2.07 -1.61 0.272
C -4.60 -1.24 -1.97 -0.370
C -5.88 -1.76 -2.18 -0.768
C -6.11 -3.12 -2.03 -0.575
C -5.06 -3.96 -1.67 -0.633
C -3.79 -3.43 -1.45 0.527
C -0.53 -2.79 -0.99 0.062
C 0.01 -3.03 0.24 -0.028
C 0.98 -4.04 0.46 -1.185
C 1.41 -4.81 -0.58 -1.104
C 0.86 -4.63 -1.88 1.207
C 1.27 -5.44 -2.97 -0.958
C 0.73 -5.28 -4.21 -0.570
C -0.26 -4.29 -4.42 -1.087
C -0.67 -3.50 -3.39 -0.498
C -0.12 -3.63 -2.08 0.993
H -1.94 -0.49 -3.66 0.482
H -0.23 -0.57 -3.15 0.339
H -1.25 0.77 -2.61 0.177
H -4.44 -0.17 -2.05 0.369
H -6.69 -1.10 -2.45 0.387
H -7.10 -3.53 -2.19 0.317
H -5.24 -5.02 -1.53 0.367
H -2.99 -4.09 -1.13 0.208
H -0.30 -2.42 1.08 0.402
H 1.39 -4.17 1.45 0.488
H 2.17 -5.57 -0.43 0.314
H 2.03 -6.20 -2.79 0.373
H 1.06 -5.90 -5.03 0.378
H -0.70 -4.17 -5.40 0.427
H -1.43 -2.75 -3.55 0.240
C 7.96 -2.02 -1.34 -1.603
C 6.56 -1.49 -1.16 0.737
C 5.75 -1.20 -2.25 -1.017
C 4.45 -0.72 -2.08 1.108
C 3.63 -0.45 -3.32 -1.608
C 3.93 -0.51 -0.80 -0.447
Te 1.89 0.24 -0.60 0.810
N -0.51 1.37 -0.22 0.828
C -0.85 2.48 0.36 -0.290
O -1.81 2.52 1.24 -0.901
C -0.17 3.77 0.00 1.062
C 0.54 3.89 -1.19 0.191
C 1.15 5.09 -1.52 -0.973
C 1.04 6.19 -0.68 -0.580
C 0.32 6.08 0.51 -0.946
C -0.28 4.88 0.84 -0.291
C 2.47 1.82 0.70 0.294
C 3.33 2.83 0.24 1.250
C 3.94 2.84 -1.14 -1.865
C 3.62 3.91 1.07 -0.701
C 3.08 4.02 2.34 0.666
C 3.36 5.22 3.21 -1.820
C 2.25 3.00 2.79 -0.881
C 1.93 1.90 1.99 0.668
C 0.99 0.89 2.59 -1.448
C 4.73 -0.84 0.31 1.348
C 4.23 -0.73 1.72 -1.428
C 6.02 -1.32 0.11 -0.921
H 8.25 -2.00 -2.39 0.352
H 8.04 -3.05 -0.99 0.308
H 8.68 -1.43 -0.77 0.340
H 6.14 -1.35 -3.25 0.226
H 4.22 -0.64 -4.22 0.396
H 3.27 0.58 -3.34 0.224
H 2.74 -1.09 -3.36 0.228
H 0.62 3.02 -1.82 0.456
H 1.70 5.18 -2.45 0.366
H 1.51 7.13 -0.94 0.383
H 0.24 6.93 1.17 0.388
H -0.85 4.76 1.76 0.383
H 3.18 2.62 -1.90 0.151
H 4.71 2.07 -1.23 0.364
H 4.38 3.81 -1.35 0.431
H 4.25 4.71 0.69 0.176
H 3.91 5.98 2.66 0.353
H 3.94 4.94 4.09 0.355
H 2.42 5.67 3.55 0.357
H 1.82 3.06 3.78 0.406
H 1.25 0.70 3.63 0.692
H 1.00 -0.05 2.05 -0.261
H -0.03 1.28 2.57 0.208
H 3.19 -1.06 1.80 0.020
H 4.25 0.30 2.07 0.233
H 4.84 -1.33 2.40 0.453
H 6.63 -1.56 0.98 0.375